Record 1
{
  "formula": "C25H28AsAuF6N7O3",
  "method": "the ωB97M-V functional and the def2-TZVPD basis",
  "gap_ev": [5.8157, 4.8143],
  "homo_energy_ev": [-9.20, -9.20],
  "de_lowest_kj_mol": 0.00,
  "s2": 0.791,
  "max_force_ev_per_a": 3.8,
  "e_lumo_ev": [-3.38, -4.39],
  "multiplicity": 2,
  "elements": ["Au", "C", "C", "C", "C", "C", "C", "C", "C", "C", "C", "N", "C", "C", "C", "C", "C", "N", "H", "H", "H", "H", "H", "H", "H", "H", "H", "H", "H", "H", "H", "H", "H", "H", "H", "F", "As", "F", "F", "F", "F", "F", "N", "C", "N", "C", "N", "C", "C", "C", "C", "C", "C", "O", "N", "C", "O", "N", "C", "O", "H", "H", "H", "H", "H", "H", "H", "H", "H", "H", "H"],
  "xyz": [[-0.549, -1.183, 1.392], [2.007, -1.256, -3.602], [1.139, -0.525, -2.575], [1.991, 0.036, -1.481], [2.735, 1.183, -1.719], [3.542, 1.739, -0.742], [3.631, 1.136, 0.508], [2.890, 0.010, 0.808], [3.061, -0.726, 2.103], [3.975, -1.943, 1.941], [2.050, -0.542, -0.194], [1.263, -1.590, 0.195], [1.258, -2.794, -0.287], [0.490, -3.757, 0.380], [0.479, -5.182, 0.334], [-0.354, -5.586, 1.338], [-0.858, -4.396, 1.959], [-0.334, -3.335, 1.399], [1.382, -1.580, -4.428], [2.478, -2.132, -3.163], [2.792, -0.605, -3.981], [0.380, -1.201, -2.185], [0.617, 0.295, -3.068], [2.687, 1.635, -2.699], [4.115, 2.627, -0.957], [4.306, 1.539, 1.248], [2.086, -1.059, 2.463], [3.484, -0.054, 2.849], [3.561, -2.646, 1.223], [4.083, -2.451, 2.894], [4.957, -1.641, 1.587], [1.910, -3.089, -1.108], [1.035, -5.785, -0.356], [-0.603, -6.588, 1.626], [-1.568, -4.326, 2.762], [-1.483, -1.832, -0.926], [-3.006, -2.810, -0.954], [-3.004, -3.010, 0.803], [-1.962, -4.238, -1.059], [-4.436, -3.781, -1.030], [-2.969, -2.645, -2.681], [-3.867, -1.312, -0.744], [-2.232, -0.743, 2.412], [-3.304, -0.409, 2.050], [-4.480, -0.056, 1.931], [-5.221, 0.690, 1.211], [-5.922, 1.431, 0.666], [-1.441, 3.750, -2.614], [-0.428, 3.913, -1.494], [-0.772, 3.219, -0.163], [-2.221, 3.514, 0.284], [-2.557, 3.125, 1.717], [0.208, 3.730, 0.888], [0.604, 4.868, 0.920], [0.589, 2.823, 1.843], [0.233, 1.491, 1.855], [0.487, 0.767, 2.799], [-0.338, 0.983, 0.748], [-0.693, 1.661, -0.342], [-0.991, 1.173, -1.399], [-1.043, 4.182, -3.531], [-2.380, 4.242, -2.378], [-1.636, 2.693, -2.787], [-0.310, 4.977, -1.265], [0.546, 3.543, -1.828], [-2.901, 2.997, -0.396], [-2.385, 4.587, 0.163], [-2.404, 2.060, 1.886], [-3.604, 3.348, 1.907], [-1.959, 3.682, 2.436], [1.165, 3.157, 2.608]],
  "mulliken_charge": [1.6883, -1.5088, -0.2110, 0.7898, -0.4546, -1.1668, -0.4945, 0.9805, -0.9502, -1.3368, -0.7544, 0.6167, 0.5182, 0.0185, -0.9419, -0.5164, -0.5697, -0.1203, 0.4681, 0.2873, 0.3780, -0.2296, 0.4350, 0.5545, 0.4362, 0.4800, -0.0443, 0.6976, 0.2712, 0.4158, 0.3540, 0.3331, 0.5313, 0.5107, 0.5001, -0.6217, 2.2118, -0.4442, -0.5510, -0.4903, -0.4859, -0.4771, -0.7296, 0.8055, -0.6123, 0.6184, -0.5933, -1.4065, -0.8813, 2.3244, -1.1530, -1.2537, -0.4741, -0.6578, 0.3258, -0.1703, -0.6680, 1.2090, -1.0928, -0.6055, 0.4590, 0.3281, 0.2815, 0.4857, 0.2348, 0.4438, 0.4565, 0.0464, 0.5371, 0.3086, 0.3262]
}

***

Record 2
{
  "formula": "C10Cl5N3SbSe4W",
  "method": "the ωB97M-V functional and the def2-TZVPD basis",
  "gap_ev": [2.9994, 2.9881],
  "homo_energy_ev": [-4.54, -4.54],
  "de_lowest_kj_mol": 478.70,
  "max_force_ev_per_a": 6.8,
  "total_charge": -1,
  "e_lumo_ev": [-1.54, -1.55],
  "multiplicity": 1,
  "elements": ["W", "Cl", "C", "C", "C", "Cl", "C", "Cl", "C", "Cl", "C", "Cl", "Se", "Sb", "Se", "Se", "Se", "N", "C", "C", "C", "N", "C", "N"],
  "xyz": [[-0.062, -0.172, -0.194], [-1.915, -1.111, -0.610], [1.318, -1.424, -1.123], [1.970, -0.220, -0.645], [3.297, 0.020, -1.006], [4.079, 1.451, -0.406], [3.994, -0.846, -1.851], [5.602, -0.476, -2.342], [3.375, -2.000, -2.313], [4.226, -3.056, -3.376], [2.057, -2.281, -1.928], [1.321, -3.764, -2.494], [-1.734, -1.586, 5.386], [0.036, -0.227, 4.420], [-0.026, -0.209, 1.937], [-0.292, 1.994, 5.360], [2.141, -1.035, 5.332], [-0.590, 1.573, -0.659], [-1.433, 2.164, -1.358], [-1.860, 3.270, -2.007], [-3.061, 3.239, -2.729], [-4.044, 3.158, -3.320], [-1.078, 4.438, -1.946], [-0.384, 5.350, -1.849]],
  "mulliken_charge": [0.8041, -0.2431, -0.0485, -0.5396, 0.0769, -0.1917, 0.2053, -0.1630, 0.2249, -0.1689, 0.3818, -0.2069, -0.5395, 0.5364, 0.3540, -0.5257, -0.5399, -0.5112, 0.8827, -0.2092, 0.1134, -0.4000, 0.0748, -0.3668]
}

***

Record 3
{
  "formula": "C3H4O2Sr",
  "method": "the ωB97M-V functional and the def2-TZVPD basis",
  "gap_ev": [8.7088, 8.8204],
  "homo_energy_ev": [-19.95, -19.94],
  "de_lowest_kj_mol": 316.66,
  "max_force_ev_per_a": 6.8,
  "total_charge": 2,
  "e_lumo_ev": [-11.24, -11.12],
  "multiplicity": 1,
  "elements": ["O", "Sr", "O", "C", "C", "C", "H", "H", "H", "H"],
  "xyz": [[2.614, 0.197, 0.110], [0.387, 1.231, 0.014], [4.498, 0.452, 0.107], [3.675, -0.261, -0.363], [-1.531, -0.795, 0.284], [-2.156, 0.279, -0.241], [-1.101, -1.570, -0.357], [-1.477, -0.943, 1.367], [-2.267, 0.390, -1.324], [-2.641, 1.020, 0.403]],
  "mulliken_charge": [-0.6121, 1.9580, -0.0130, 0.5636, -0.7300, -1.0606, 0.4311, 0.4546, 0.5005, 0.5078]
}

***

Record 4
{
  "formula": "BrH2NO2P",
  "method": "the ωB97M-V functional and the def2-TZVPD basis",
  "gap_ev": [6.4462, 8.6695],
  "homo_energy_ev": [-3.36, -5.57],
  "de_lowest_kj_mol": 372.32,
  "max_force_ev_per_a": 3.8,
  "total_charge": -1,
  "e_lumo_ev": [3.08, 3.10],
  "multiplicity": 1,
  "elements": ["N", "O", "O", "P", "Br", "H", "H"],
  "xyz": [[-1.864, -0.197, 0.072], [1.383, 1.296, 0.935], [1.324, 1.208, -1.517], [1.030, 0.486, -0.255], [1.852, -1.473, -0.222], [-2.112, -1.173, -0.108], [-1.612, -0.147, 1.095]],
  "mulliken_charge": [-0.6019, -0.5345, -0.5548, 0.5995, -0.2144, 0.1337, 0.1725]
}

***

Record 5
{
  "formula": "C5H6N2",
  "method": "the ωB97M-V functional and the def2-TZVPD basis",
  "gap_ev": 10.1477,
  "homo_energy_ev": -9.73,
  "de_lowest_kj_mol": 522.48,
  "smiles": "[H]/N=C(/C#C)N1CC1",
  "max_force_ev_per_a": 6.7,
  "e_lumo_ev": 0.42,
  "multiplicity": 1,
  "elements": ["C", "C", "C", "C", "C", "H", "H", "H", "H", "H", "H", "N", "N"],
  "xyz": [[0.111, -1.092, 0.648], [-0.566, -1.455, -0.527], [-1.401, -1.457, -1.469], [-0.364, 1.448, 0.438], [0.829, 1.164, -0.462], [0.991, -1.177, 2.149], [-1.756, -1.577, -2.611], [-1.326, 1.132, 0.105], [0.030, 2.127, 1.300], [1.838, 1.782, -0.323], [0.610, 0.804, -1.466], [0.383, -1.930, 1.526], [0.622, 0.230, 0.691]],
  "mulliken_charge": [0.3773, -0.0503, -0.2108, -0.4615, -0.3437, 0.3505, 0.3052, 0.3537, 0.2371, 0.1982, 0.3057, -0.6526, -0.4088]
}